1.
33
Properties=species:S:1:pos:R:3:forces:R:3:nbo_charge:R:1 method="wB97M-V/def2-TZVPD" total_energy_ha=-726.69644 e_homo_ev=-9.4 de_lowest_ev=11.470 e_lumo_ha=0.0141 spin_multiplicity=1 homo_lumo_gap_ev=9.779
C -0.518 -0.033 -1.426 2.4 -1.0 1.8 -0.18
C -0.746 1.003 -0.221 -2.0 -0.1 0.3 0.69
C 0.145 0.467 -2.665 -0.9 3.3 -2.0 -0.32
C 0.170 -0.601 -3.726 1.7 -1.3 0.1 -0.61
C 1.574 1.149 -2.298 -0.7 0.5 1.8 -0.65
C 0.526 -0.502 1.376 -2.4 -1.4 2.6 -0.13
C -0.306 -1.842 1.398 4.9 -2.1 -3.2 0.78
C 0.847 -0.328 2.972 1.9 1.7 -4.7 -0.37
C 0.627 1.177 3.074 -2.1 -1.7 5.5 -0.45
C -0.613 1.440 2.352 -3.5 0.0 -1.9 -0.21
H -2.412 -0.351 -0.718 2.3 -3.1 -3.4 0.39
H -1.330 -2.104 -1.060 -1.5 4.9 -1.7 0.38
H 0.299 -0.752 -1.315 0.3 0.1 1.7 0.21
H -0.499 1.306 -3.173 1.2 -1.0 1.0 0.21
H 1.200 -0.114 -4.390 -3.5 -2.4 1.1 0.22
H 0.514 -1.686 -2.992 -0.9 2.8 -3.0 0.18
H -0.969 -0.686 -4.255 3.7 -0.1 1.3 0.27
H 2.145 0.551 -1.049 -1.6 1.8 -4.1 0.18
H 2.517 1.056 -3.351 -3.2 0.8 3.7 0.26
H 0.929 2.315 -1.884 3.3 -3.1 -1.4 0.26
H 1.404 -0.438 0.799 0.9 -0.7 -0.9 0.23
H 1.849 -0.677 3.179 0.1 0.0 0.2 0.23
H 0.134 -0.922 3.402 -1.7 -0.9 1.9 0.21
H 1.416 1.821 2.838 1.4 0.7 -0.1 0.23
H 0.239 1.133 4.204 1.6 1.5 -1.8 0.22
H -1.496 0.859 3.011 1.8 2.0 -2.0 0.20
H -0.903 2.589 2.003 0.7 -3.3 1.1 0.27
H -1.781 -2.685 1.932 -0.4 -1.0 -0.1 0.51
N -1.660 -0.935 -1.563 -2.7 -1.1 4.9 -0.82
N -0.374 0.584 1.106 -0.9 2.4 -2.0 -0.48
O -1.545 1.955 -0.445 2.6 -2.1 1.0 -0.62
O 0.092 -2.957 1.038 0.8 1.4 0.1 -0.65
O -1.476 -1.789 1.848 -3.7 2.6 2.1 -0.66



2.
84
Properties=species:S:1:pos:R:3:forces:R:3:lowdin_charge:R:1 method="wB97M-V/def2-TZVPD" total_energy_ha=-2786.65976 e_homo_ev=-18.1 de_lowest_ev=0.000 total_charge=+4 e_lumo_ha=-0.5228 spin_multiplicity=1 homo_lumo_gap_ev=3.903
Sn 0.949 -1.694 -0.475 1.1 3.4 1.9 1.08
P 2.883 -1.562 -2.215 1.8 0.1 -1.5 0.76
P -0.968 -0.598 -1.828 -1.9 0.9 -1.2 0.78
P 1.530 -1.212 2.026 0.5 0.7 2.4 0.78
H -4.098 -3.729 -0.146 0.2 0.1 0.3 0.07
C -3.484 -3.650 0.759 0.3 0.4 0.2 -0.06
C -3.558 -2.598 1.590 0.0 -0.3 -0.4 -0.08
H -4.198 -1.735 1.371 0.1 -0.5 0.2 0.07
C 2.911 -2.900 -3.449 -0.7 -0.4 0.2 -0.19
C 2.832 -0.029 -3.205 -0.8 0.4 0.4 -0.20
C 4.547 -1.566 -1.484 -0.2 -0.1 1.0 -0.20
C -2.621 -0.569 -1.082 0.1 -0.1 0.8 -0.19
C -0.621 1.121 -2.309 0.9 0.0 0.4 -0.20
C -1.198 -1.492 -3.404 0.6 -0.7 0.2 -0.20
C 0.053 -0.813 3.009 -0.7 -0.1 -0.8 -0.18
C 2.705 0.142 2.332 0.3 0.1 -1.1 -0.21
C 2.271 -2.655 2.850 0.1 -0.7 -1.0 -0.19
H -2.809 -4.487 0.965 -0.4 0.1 0.1 0.05
H -3.029 -2.581 2.550 -0.1 0.0 -0.4 0.05
H 3.923 -2.960 -3.877 -0.2 0.2 0.2 0.10
H 2.193 -2.693 -4.256 0.2 -0.1 0.2 0.08
H 2.669 -3.867 -2.985 0.2 0.2 -0.2 0.04
H 3.778 0.081 -3.755 -0.1 -0.3 0.2 0.10
H 2.705 0.848 -2.554 0.1 -0.1 -0.2 0.06
H 2.004 -0.056 -3.926 0.3 0.0 0.1 0.06
H 5.296 -1.640 -2.286 -0.3 0.0 0.0 0.10
H 4.661 -2.425 -0.808 0.1 0.2 -0.2 0.07
H 4.719 -0.643 -0.912 0.0 -0.2 -0.2 0.07
H -3.374 -0.549 -1.884 0.4 0.0 0.0 0.10
H -2.743 0.333 -0.466 0.1 -0.2 -0.2 0.05
H -2.809 -1.446 -0.447 0.1 0.1 -0.2 0.01
H -1.485 1.527 -2.856 0.0 -0.4 0.2 0.11
H 0.261 1.176 -2.962 -0.3 0.0 0.1 0.04
H -0.437 1.743 -1.422 0.0 0.0 -0.1 0.04
H -1.842 -0.886 -4.060 0.1 0.0 0.3 0.10
H -1.688 -2.461 -3.226 0.1 0.2 -0.1 0.08
H -0.239 -1.662 -3.915 -0.3 0.1 0.0 0.05
H 0.245 -1.080 4.058 0.2 0.0 -0.3 0.10
H -0.807 -1.394 2.646 0.1 0.1 0.3 0.04
H -0.189 0.257 2.938 0.1 -0.2 0.0 0.05
H 3.144 0.014 3.332 -0.2 -0.2 -0.2 0.10
H 2.209 1.127 2.273 -0.1 -0.3 0.0 -0.03
H 3.510 0.102 1.584 0.0 0.1 0.3 0.06
H 2.249 -2.490 3.937 -0.1 0.2 -0.3 0.10
H 3.313 -2.775 2.522 -0.2 0.0 0.1 0.08
H 1.719 -3.575 2.610 0.2 0.2 0.2 0.04
C 0.557 -4.904 -0.197 0.7 -1.7 0.1 -0.29
C 1.042 -5.641 -1.273 -0.1 0.0 0.5 -0.01
C 1.407 -6.969 -1.013 -0.1 0.2 0.0 -0.01
C 1.276 -7.496 0.278 0.0 0.0 0.0 -0.01
C 0.779 -6.718 1.326 -0.1 0.3 -0.2 0.00
C 0.399 -5.388 1.085 0.1 0.0 0.1 -0.02
O 0.111 -3.561 -0.403 0.2 1.9 -3.3 -0.20
H 0.385 -3.250 -1.382 -1.9 -3.6 1.0 0.05
H 1.101 -5.205 -2.275 -0.1 -0.3 0.2 0.11
H 1.789 -7.594 -1.822 -0.1 0.2 0.2 0.14
H 1.563 -8.533 0.466 -0.1 0.3 -0.1 0.14
H 0.676 -7.127 2.331 0.0 0.0 -0.3 0.14
H -0.028 -4.744 1.857 0.1 -0.3 -0.1 0.12
C -3.307 3.008 2.207 -0.4 0.0 0.0 -0.05
C -2.060 2.696 1.424 0.2 0.7 0.3 -0.29
O -0.953 2.823 2.360 0.5 -0.5 -1.1 -0.33
P 0.631 3.030 1.998 -0.1 2.2 0.7 0.86
O 0.899 4.576 2.433 -0.3 -1.4 -0.3 -0.31
C -0.065 5.687 2.400 0.2 0.0 0.5 -0.22
C -0.458 6.115 1.015 -0.2 0.1 -0.3 -0.07
O 0.635 3.139 0.342 -0.2 -0.4 -0.2 -0.38
C 1.862 3.609 -0.297 -0.4 0.2 0.4 -0.29
C 1.510 4.115 -1.669 0.2 0.3 -0.2 -0.06
H -3.406 2.346 3.073 0.0 0.1 -0.1 0.09
H -4.185 2.879 1.569 0.0 0.0 0.1 0.09
H -3.293 4.045 2.560 0.0 -0.2 -0.1 0.10
H -2.075 1.672 1.025 0.1 0.0 0.1 0.07
H -1.937 3.398 0.587 0.1 -0.2 0.2 0.10
H -0.939 5.408 3.002 0.3 0.0 -0.1 0.12
H 0.464 6.494 2.915 -0.1 -0.2 -0.1 0.13
H -1.141 5.400 0.541 0.2 0.1 0.0 0.06
H -0.997 7.065 1.095 0.1 -0.1 0.0 0.10
H 0.416 6.277 0.375 -0.1 0.0 0.1 0.08
H 2.314 4.413 0.304 -0.2 -0.3 -0.1 0.12
H 2.580 2.777 -0.344 0.0 0.0 0.1 0.09
H 0.821 4.966 -1.609 0.1 -0.3 0.0 0.09
H 2.427 4.460 -2.157 -0.1 0.0 -0.1 0.10
H 1.058 3.338 -2.295 0.0 0.1 0.1 0.05